Run one
Below is a cluster of 2 separate species, C5H17N2O in total, with properties calculated with ωB97M-V/def2-TZVPD.

Highest occupied orbital energy (spin up / spin down)   -18.44 / -18.43 eV
LUMO (spin up / spin down)   -6.96 / -11.47 eV
Orbital gap (spin up / spin down)   11.485 / 6.959 eV
<S²>   0.754

```
! RIJCOSX wB97M-V def2-TZVPD def2/J DEFGRID3
* xyz 2 2
O 2.87947 1.14584 0.13886
N -1.12150 0.85939 -0.37765
N -1.17060 -2.08355 0.13321
C 0.14938 -1.31777 0.07096
C -1.59204 2.10740 0.24567
C -0.75225 1.07664 -1.78410
C 1.16906 -1.93858 0.97837
C -0.13756 0.15425 0.43169
H 0.75663 -2.14412 1.97668
H -0.42000 0.25981 1.48449
H -1.57867 -1.92537 1.06424
H -1.80303 1.97287 1.30287
H -1.15366 -3.09037 0.04048
H 3.17575 0.69385 0.93911
H 0.51268 -1.30629 -0.95485
H 1.55734 -2.90394 0.68229
H -0.46366 0.13447 -2.22353
H -1.61601 1.35914 -2.39177
H -0.76812 2.82336 0.13534
H 1.93580 -1.23033 1.23453
H -1.79012 -1.67121 -0.54760
H 0.04752 1.81591 -1.84081
H 3.68826 1.40893 -0.32160
H 0.81137 0.70775 0.37187
H -2.42378 2.45631 -0.36470
*
```

---

Run two
Below is a structure of composition C5H17N2O, with properties calculated with ωB97M-V/def2-TZVPD.

Highest occupied orbital energy (spin up / spin down)   -18.40 / -18.40 eV
LUMO (spin up / spin down)   -14.65 / -14.48 eV
Orbital gap (spin up / spin down)   3.755 / 3.928 eV
<S²>   0.884

```
! RIJCOSX wB97M-V def2-TZVPD def2/J DEFGRID3
* xyz 2 2
O 1.84337 0.65243 0.08240
N 0.33217 0.00910 -1.88456
N -1.71210 0.37127 0.54964
C -0.02634 -1.55099 0.84692
C -0.79238 1.39234 -0.05165
C 0.37125 -0.96688 2.24134
C -1.31230 -1.01961 0.31702
C -0.70401 1.06113 -1.62625
H -1.74557 0.58843 -1.79065
H -0.45620 -1.11869 3.06535
H 1.21193 -1.63490 2.52308
H -2.17215 -1.56387 0.82076
H -2.74209 0.53887 0.15020
H 6.06040 0.19211 -1.49962
H -0.17138 -2.54710 1.05123
H -1.08030 2.38614 0.28358
H 1.26216 0.42637 -0.86213
H 6.58404 -0.05973 -2.06515
H 2.70409 1.01963 -0.10377
H 0.20280 1.15870 0.35338
H 0.51952 -0.06596 -2.88865
H 0.76740 -1.50083 0.09703
H 0.71849 0.05498 2.29902
H -0.54952 2.03775 -2.31341
H -1.41842 -1.28994 -0.79930
*
```

---

Most stable: run one

---

Run one
Below is a cluster of 2 separate species, C3H9O2P in total, with properties calculated with ωB97M-V/def2-TZVPD.

Highest occupied orbital energy   -8.46 eV
LUMO   0.73 eV
Orbital gap   9.185 eV

```
! RIJCOSX wB97M-V def2-TZVPD def2/J DEFGRID3
* xyz 0 1
P 0.95234 0.10976 0.04997
O 2.63016 -0.10119 -0.02448
O 2.08345 1.23596 0.21382
C -1.07671 1.65845 0.22505
C 0.56993 -0.52559 -1.63510
C 0.65663 -1.06141 1.44220
H 1.19622 -1.38526 -1.85884
H 0.77970 0.27482 -2.34028
H -1.87075 1.06780 0.65484
H 0.89452 -2.06292 1.08988
H -1.27993 1.97234 -0.78383
H 1.32660 -0.79661 2.25735
H -0.37266 -1.00440 1.77241
H -0.74669 2.45933 0.86419
H -0.48238 -0.78333 -1.68221
*
```

---

Run two
Below is a cluster of 2 separate species, C3H9O2P in total, with properties calculated with ωB97M-V/def2-TZVPD.

Highest occupied orbital energy (spin up / spin down)   -9.10 / -9.10 eV
LUMO (spin up / spin down)   -0.30 / -0.30 eV
Orbital gap (spin up / spin down)   8.806 / 8.807 eV

```
! RIJCOSX wB97M-V def2-TZVPD def2/J DEFGRID3
* xyz 0 1
P -0.67708 -0.07153 -0.07010
O 0.31482 1.53527 -1.51961
O -1.76940 0.64409 0.66954
C 0.89449 -1.93000 1.58658
C 0.93836 -0.95224 0.42040
C -0.79567 2.39768 -1.58741
H 0.63541 -1.40522 2.55246
H -1.28215 2.33168 -0.50198
H 1.79715 -2.53944 1.78845
H 1.08694 -1.52110 -0.49498
H 0.14424 -2.72049 1.49520
H -1.42800 1.87107 -2.30066
H -1.11243 -0.97888 -1.02900
H -0.45661 3.41401 -1.56919
H 1.70993 -0.07489 0.56031
*
```

---

Most stable: run two

---

Run one
Below is a structure of composition C6H5NO3, with properties calculated with ωB97M-V/def2-TZVPD.

Highest occupied orbital energy   -9.70 eV
LUMO   -0.85 eV
Orbital gap   8.847 eV

```
! RIJCOSX wB97M-V def2-TZVPD def2/J DEFGRID3
* xyz 0 1
O -2.62142 0.63305 -0.18315
O -2.55460 -1.59837 0.15455
O -0.53320 2.06098 -0.01299
N 2.37538 -0.24976 -0.07453
C 1.55359 0.80777 -0.10546
C -0.50197 -0.33345 -0.27060
C -2.02369 -0.52967 -0.04036
C 1.70537 -1.37366 -0.08749
C 0.13697 0.87851 -0.12156
C 0.30271 -1.49168 -0.15557
H -2.02682 1.45289 -0.60709
H 0.09575 2.74794 0.87838
H 1.91834 1.75660 0.37360
H -0.21927 -2.46947 -0.03909
H 2.39286 -2.29169 0.29136
*
```

---

Run two
Below is the molecule C6H5NO3, with properties calculated with ωB97M-V/def2-TZVPD.

Highest occupied orbital energy   -10.14 eV
LUMO   -0.22 eV
Orbital gap   9.923 eV

```
! RIJCOSX wB97M-V def2-TZVPD def2/J DEFGRID3
* xyz 0 1
O -0.76994 -2.00263 -0.00694
O 1.18648 0.99353 -0.29314
O -1.17119 1.72301 -1.61251
N -2.37561 0.84146 0.06873
C 0.14927 -1.23248 -0.19284
C 1.49320 -1.71599 -0.45750
C 0.68195 0.94233 1.01436
C 2.61389 -2.13839 -0.62853
C -0.00660 0.27032 -0.11646
C -1.25938 0.96225 -0.65605
H 3.61681 -2.51446 -0.74290
H -2.82697 -0.06018 0.17271
H -2.82136 1.72519 0.33753
H 1.25400 0.33899 1.72514
H 0.23546 1.86706 1.38840
*
```

---

Most stable: run one

---

Run one
Below is a structure of composition C5H13N2, with properties calculated with ωB97M-V/def2-TZVPD.

Highest occupied orbital energy (spin up / spin down)   -9.59 / -15.63 eV
LUMO (spin up / spin down)   -2.94 / -7.07 eV
Orbital gap (spin up / spin down)   6.649 / 8.556 eV
<S²>   2.017

```
! RIJCOSX wB97M-V def2-TZVPD def2/J DEFGRID3
* xyz 1 3
N 1.90853 1.09478 -0.57494
N -0.84404 0.22628 0.18872
C 1.99111 -0.06731 -0.18759
C -0.16550 -2.15976 0.13875
C -0.85486 1.52300 1.03169
C -0.78648 0.58996 -1.28368
C 0.22185 -0.76155 0.56341
H 0.20953 -2.32961 -0.81564
H -0.56092 -0.31933 -1.82141
H 0.07292 1.19130 -1.35925
H 0.23494 1.75102 1.16857
H -1.71482 -0.25046 0.44889
H -1.34074 2.26979 0.40336
H 2.76904 1.54803 -0.76274
H 0.23549 -2.88198 0.76102
H -1.20102 -2.30909 0.14309
H -1.41106 1.35555 1.92672
H 2.73916 -0.83121 -0.09813
H -1.69032 1.04579 -1.47589
H 0.18720 -0.68522 1.60505
*
```

---

Run two
Below is the ion C5H13N2 with charge +1, with properties calculated with ωB97M-V/def2-TZVPD.

Highest occupied orbital energy (spin up / spin down)   -8.69 / -15.99 eV
LUMO (spin up / spin down)   -2.65 / -7.54 eV
Orbital gap (spin up / spin down)   6.049 / 8.446 eV
<S²>   2.008

```
! RIJCOSX wB97M-V def2-TZVPD def2/J DEFGRID3
* xyz 1 3
N 0.11481 0.35767 0.46860
N 0.58936 -0.94538 0.02613
C -1.00140 2.40137 -0.12991
C -1.18633 0.93323 0.19086
C -0.26626 -1.66338 -0.85401
C 2.02152 -0.87875 -0.26638
C 0.31720 -0.59169 1.45717
H 1.19204 -0.41528 1.97587
H -1.33013 -1.82940 -0.43653
H 2.42362 -0.21613 0.42905
H 2.32282 -1.86996 -0.13984
H 0.24407 -2.64714 -1.10261
H 2.22076 -0.46012 -1.16087
H -0.31459 2.69756 -0.81194
H -1.91024 2.81753 -0.39214
H -0.64884 -1.07359 1.70420
H -0.66686 3.12997 0.59957
H -0.52686 -0.99263 -1.80517
H -1.91380 0.80877 0.95607
H -1.68088 0.43737 -0.70809
*
```

---

Most stable: run one